2 unconnected molecules or ions with the total composition C2H5ClN2O2 at a distorted geometry, computed with ωB97M-V/def2-TZVPD.

Values from the calculation:
- HOMO (alpha / beta) (eV) = -9.73 / -9.36
- ΔE to the lowest compared entry with this formula, charge and spin (eV) = 4.381
- calculated total energy (eV) = -21745.7929

Structure (ORCA input):
```
! RIJCOSX wB97M-V def2-TZVPD def2/J DEFGRID3
* xyz 0 1
O 1.560 3.597 0.571
H -1.200 -1.985 1.247
N 1.032 -0.561 0.108
N 1.432 2.678 -0.181
C -1.295 -1.169 0.422
H -1.595 -0.224 0.899
C -0.057 -1.185 -0.482
H -0.357 -0.776 -1.482
H 0.096 -2.275 -0.643
O 1.661 2.563 -1.327
H -2.148 -1.387 -0.149
Cl 0.871 0.723 1.017
*
```

C2H5ClN2O2 in the gas phase at a distorted geometry, computed with ωB97M-V/def2-TZVPD.

Values from the calculation:
- SMILES = OC[C@H](Cl)/N=N/O
- HOMO (eV) = -9.95
- ΔE to the lowest compared entry with this formula, charge and spin (eV) = 0.723
- calculated total energy (eV) = -21749.4506

Structure (ORCA input):
```
! RIJCOSX wB97M-V def2-TZVPD def2/J DEFGRID3
* xyz 0 1
H -1.647 0.586 1.162
C 0.945 0.430 0.083
Cl 0.586 2.172 -0.199
H -1.454 -1.020 -2.966
H 2.058 0.329 -0.079
H 0.097 -1.081 1.322
N -0.501 -0.203 -1.599
C 0.262 -0.046 1.395
N 0.496 -0.389 -0.901
O -0.907 0.498 1.800
O -0.896 -1.324 -2.267
H 0.960 0.047 2.248
*
```

A molecular structure, C2H5ClNO2S at a distorted geometry, computed with ωB97M-V/def2-TZVPD.

Values from the calculation:
- HOMO (eV) = -4.16
- ΔE to the lowest compared entry with this formula, charge and spin (eV) = 3.940
- calculated total energy (eV) = -31095.5089

Structure (ORCA input):
```
! RIJCOSX wB97M-V def2-TZVPD def2/J DEFGRID3
* xyz -1 1
C 1.496 -0.698 0.375
Cl 2.466 0.261 -0.671
H 1.167 -0.152 1.125
H 0.022 1.656 -0.762
C -0.131 -1.388 -0.567
H 1.907 -1.708 0.733
N -0.586 1.477 0.104
H 0.031 -0.977 -1.500
O -1.619 -0.455 1.480
O -2.417 -0.143 -0.839
H -1.090 2.282 0.443
S -1.246 -0.154 0.079
*
```

2 unconnected molecules or ions with the total composition C2H5ClNO4P at a distorted geometry, computed with ωB97M-V/def2-TZVPD.

Values from the calculation:
- HOMO (eV) = -1.65
- ΔE to the lowest compared entry with this formula, charge and spin (eV) = 0.000
- calculated total energy (eV) = -33651.2432

Structure (ORCA input):
```
! RIJCOSX wB97M-V def2-TZVPD def2/J DEFGRID3
* xyz -2 1
C -1.985 -0.273 -0.038
C -0.499 -0.602 -0.108
N 0.312 0.416 0.123
H -2.305 -0.470 0.971
H 1.392 -1.450 -0.654
H -2.135 0.638 -0.563
P 2.092 0.211 0.192
O 2.824 1.357 -0.386
H -0.214 1.404 0.003
O 2.236 -1.033 -0.849
O 2.322 -0.216 1.573
H -2.534 -1.120 -0.465
Cl -1.338 2.895 0.310
O -0.168 -1.757 -0.109
*
```

2 unconnected molecules or ions with the total composition C2H5ClO at a distorted geometry, computed with ωB97M-V/def2-TZVPD.

Values from the calculation:
- HOMO (alpha / beta) (eV) = -9.66 / -9.64
- ΔE to the lowest compared entry with this formula, charge and spin (eV) = 2.580
- calculated total energy (eV) = -16721.7418

Structure (ORCA input):
```
! RIJCOSX wB97M-V def2-TZVPD def2/J DEFGRID3
* xyz 0 1
H -0.926 -2.390 0.124
Cl -1.855 0.534 0.167
C -0.243 0.052 0.449
C 0.707 0.837 -0.262
O -0.391 -1.951 -0.519
H 1.659 0.909 0.172
H 0.342 1.868 -0.416
H -0.174 -0.289 1.508
H 0.880 0.431 -1.223
*
```

2 unconnected molecules or ions with the total composition C2H5ClO at a distorted geometry, computed with ωB97M-V/def2-TZVPD.

Values from the calculation:
- HOMO (eV) = -9.67
- ΔE to the lowest compared entry with this formula, charge and spin (eV) = 3.013
- calculated total energy (eV) = -16721.3090

Structure (ORCA input):
```
! RIJCOSX wB97M-V def2-TZVPD def2/J DEFGRID3
* xyz 0 1
O -1.097 -0.074 1.096
H -1.827 -0.656 0.161
C 0.523 -0.285 -0.641
C 0.072 0.414 0.713
Cl 1.691 0.544 -1.539
H 0.587 0.297 1.634
H -0.342 1.355 0.282
H 0.753 -1.333 -0.220
H -0.361 -0.262 -1.486
*
```

2 unconnected molecules or ions with the total composition C2H5ClS at a distorted geometry, computed with ωB97M-V/def2-TZVPD.

Values from the calculation:
- HOMO (eV) = -9.43
- ΔE to the lowest compared entry with this formula, charge and spin (eV) = 2.612
- calculated total energy (eV) = -25509.6458

Structure (ORCA input):
```
! RIJCOSX wB97M-V def2-TZVPD def2/J DEFGRID3
* xyz 0 1
S 0.837 -3.190 1.449
H 1.199 1.494 -0.669
H -0.437 1.472 -1.475
C 0.019 1.334 -0.513
Cl -0.175 -0.909 2.949
H -0.247 2.172 0.135
H -0.159 0.387 -0.052
H 0.236 -3.626 2.468
C 0.777 -1.433 1.638
*
```

C2H5ClS in the gas phase at a distorted geometry, computed with ωB97M-V/def2-TZVPD.

Values from the calculation:
- SMILES = C[C@@H](S)Cl
- HOMO (eV) = -9.49
- ΔE to the lowest compared entry with this formula, charge and spin (eV) = 0.058
- calculated total energy (eV) = -25512.1999

Structure (ORCA input):
```
! RIJCOSX wB97M-V def2-TZVPD def2/J DEFGRID3
* xyz 0 1
H -1.652 -0.436 0.584
H 1.173 -0.598 0.711
H 1.545 -1.439 -1.771
Cl 1.278 1.454 -0.418
H -1.355 1.227 0.055
C 0.433 -0.061 0.027
S 0.190 -1.185 -1.595
C -0.904 0.353 0.646
H -0.708 0.686 1.761
*
```

C2H5F2N2P in the gas phase at a distorted geometry, computed with ωB97M-V/def2-TZVPD.

Values from the calculation:
- SMILES = C=NP(F)(F)=NC
- HOMO (eV) = -9.12
- ΔE to the lowest compared entry with this formula, charge and spin (eV) = 2.091
- calculated total energy (eV) = -19858.0788

Structure (ORCA input):
```
! RIJCOSX wB97M-V def2-TZVPD def2/J DEFGRID3
* xyz 0 1
N -0.406 1.005 -0.772
F 1.288 1.284 1.374
H -2.437 0.967 -0.562
H -1.686 2.148 0.560
H 0.343 -2.698 -0.516
F 2.033 0.522 -0.743
H 1.312 -3.468 0.953
N 1.290 -1.466 0.969
H -1.739 2.172 -1.349
C -1.656 1.638 -0.444
P 0.714 0.402 0.165
C 0.944 -2.504 0.366
*
```

C2H5F2OP in the gas phase at a distorted geometry, computed with ωB97M-V/def2-TZVPD.

Values from the calculation:
- SMILES = OCCP(F)F
- HOMO (eV) = -9.81
- ΔE to the lowest compared entry with this formula, charge and spin (eV) = 2.001
- calculated total energy (eV) = -18927.2475

Structure (ORCA input):
```
! RIJCOSX wB97M-V def2-TZVPD def2/J DEFGRID3
* xyz 0 1
F 0.593 1.015 -2.579
H 0.870 -0.832 1.308
P -0.400 1.176 -1.325
H 1.229 -0.371 -0.857
O -1.255 -0.594 1.568
H -0.419 -1.228 -0.766
C 0.063 -0.285 1.051
H 0.208 0.699 1.489
F 0.568 2.163 -0.494
H -1.575 -1.389 1.079
C 0.117 -0.354 -0.474
*
```